[1]
ORCA calculation (ωB97M-V/def2-TZVPD) on an isolated molecule of C4H8N2S.

The calculation puts the relative energy (zero: lowest compared OMol25 entry of this formula, charge and spin) at 4.174 eV. As for the structure (SMILES): CN1C[C@@H](S)C=N1. The total charge is 0. The calculation puts the LUMO energy at 0.023 Eh. Its HOMO-LUMO gap is 9.71 eV. As for the spin multiplicity: 1.

Geometry (Å):
C -2.11546 -0.66239 -0.53834
N -0.64151 -0.51018 -0.48451
C 0.09007 -0.58996 0.75201
C 1.39655 0.27730 0.58689
S 2.60993 -0.59178 -0.58553
C 0.55395 1.35445 -0.07321
N -0.47334 0.92458 -0.67806
H -2.41559 -0.18894 0.49870
H -2.50436 -0.01709 -1.38635
H -2.48500 -1.66292 -0.66745
H -0.48489 0.07406 1.62702
H 0.30317 -1.66297 1.05864
H 1.96474 0.26349 1.59858
H 3.43545 0.50319 -1.29166
H 0.76629 2.48916 -0.41672

---

[2]
ORCA calculation (ωB97M-V/def2-TZVPD) on an isolated molecule of C4H8N2S.

The calculation puts the relative energy (zero: lowest compared OMol25 entry of this formula, charge and spin) at 3.278 eV. As for the structure (SMILES): C/N=C1\NCCS1. The total charge is 0. The calculation puts the LUMO energy at 0.024 Eh. Its HOMO-LUMO gap is 9.24 eV. As for the spin multiplicity: 1.

Geometry (Å):
C -2.66695 0.32675 0.05615
N -1.73099 -0.83142 0.16767
C -0.53762 -0.21970 -0.00715
N -0.23527 1.09499 -0.04322
C 1.29840 1.39956 -0.15609
C 2.03888 0.10398 0.42716
S 0.87985 -1.22223 -0.18327
H -2.75579 1.09812 1.01250
H -2.24204 0.95936 -0.79844
H -3.69145 -0.17613 -0.18657
H -0.76636 1.79379 -0.51544
H 1.46103 2.57207 0.32171
H 1.82311 1.52523 -1.26444
H 2.01051 0.18754 1.57278
H 3.05087 0.08712 -0.00139

---

[3]
ORCA calculation (ωB97M-V/def2-TZVPD) on an isolated molecule of C4H8N2S.

The calculation puts the relative energy (zero: lowest compared OMol25 entry of this formula, charge and spin) at 1.909 eV. As for the structure (SMILES): [H]/N=C(/C)CC(N)=S. The total charge is 0. The calculation puts the LUMO energy at 0.001 Eh. Its HOMO-LUMO gap is 8.48 eV. As for the spin multiplicity: 1.

Geometry (Å):
H 2.16468 0.39580 -1.30486
N 2.14440 0.14820 -0.37351
C 1.12073 0.32393 0.33763
C 1.03821 -0.45113 1.58659
C -0.11063 0.92712 -0.27243
C -0.97116 -0.04554 -1.02445
N -2.02599 -0.81928 -0.58769
S -1.03571 0.15874 -2.70720
H 1.04261 0.12198 2.46365
H 2.01333 -1.02741 1.61940
H 0.17526 -1.13890 1.66980
H -0.68014 1.38386 0.51940
H 0.15768 1.77685 -1.00570
H -2.35828 -0.70883 0.41407
H -2.67500 -1.04537 -1.33468

---

[4]
ORCA calculation (ωB97M-V/def2-TZVPD) on a structure of composition C4H8N2S2.

The calculation puts the relative energy (zero: lowest compared OMol25 entry of this formula, charge and spin) at 2.991 eV. The total charge is 0. The calculation puts the LUMO energy (spin up / spin down) at -0.035 / -0.025 Eh. Its HOMO-LUMO gap (spin up / spin down) is 6.67 / 7.02 eV. As for the spin multiplicity: 1.

Geometry (Å):
C -0.13248 1.87757 0.17305
C -0.47186 -0.80892 -1.21342
C 0.53467 -0.50483 -0.12602
C 0.64323 0.81153 0.53491
N -0.99543 2.66932 0.00833
N 1.63708 0.98284 1.48463
S -2.70707 2.16031 1.40078
S -1.97294 0.42733 2.04935
H -0.38465 -1.87309 -1.71629
H -0.42066 -0.01405 -1.89422
H -1.43971 -0.60616 -0.74048
H 0.36165 -1.15361 0.65830
H 1.65298 -0.83627 -0.47151
H 1.33216 1.79303 2.04315
H 2.02772 0.21170 1.95574
H -2.82098 1.94574 0.05963